86
Properties=species:S:1:pos:R:3:forces:R:3 method="wB97M-V/def2-TZVPD" largest_force_ev_per_a=1.4 energy_ev=-70689.613 gap_ha=0.2857
Cl -4.03440 1.54559 2.32270 -0.1 0.0 0.0
Cl -1.60575 -0.11624 3.28886 0.1 -0.2 0.0
O -0.19583 2.78636 6.60294 0.0 -0.2 0.0
O 1.91122 2.59167 -4.93325 -0.1 0.1 -0.1
O -2.84073 -6.44694 -2.78786 0.1 0.1 0.2
O 0.37131 1.92075 2.24099 -0.3 -0.1 -0.2
O 3.69415 -0.66055 -0.94603 -0.2 0.0 0.0
O -2.45443 -1.70824 -0.28605 0.0 -0.1 0.2
N 2.95899 2.38867 2.55449 1.2 -0.8 -0.1
C 2.45380 2.23966 -2.55671 0.1 0.2 -0.1
C 3.77894 3.32265 2.27149 -0.1 0.1 0.2
C 3.42803 0.83359 0.80893 -0.6 -0.1 0.0
C 3.42965 0.82998 -5.74841 -0.1 0.0 0.1
C 1.54630 1.93350 -3.73494 0.0 -0.1 0.1
C -0.78358 -0.29412 0.70242 0.0 0.0 -0.3
C -4.18588 -6.62761 -3.19176 -0.1 0.0 -0.1
C -0.52901 3.83691 7.48689 0.0 0.1 0.0
C -3.23522 -4.00290 -0.00010 0.4 0.5 0.3
C -1.85937 -6.56773 -3.80082 0.0 0.0 -0.1
C -2.87801 0.94937 1.18997 0.4 -0.2 -0.2
C 3.20406 2.29868 -5.43183 0.1 0.0 0.0
C 1.09057 -1.50875 -1.03453 -0.5 0.1 0.1
C 2.56049 1.45887 1.63175 -0.6 0.7 -0.2
C 1.07640 1.19075 1.58298 0.0 0.3 0.3
C -1.15802 -1.28691 -0.21048 -0.2 -0.2 0.0
C 2.92787 -0.13615 -0.15258 0.6 -0.3 -0.1
C -1.96222 4.32609 7.35794 0.0 0.0 -0.1
C -3.12726 1.28197 -0.25289 -0.6 0.4 0.2
C -1.82308 0.24978 1.60557 -0.1 0.3 0.4
C 3.73115 4.12877 1.01022 0.3 -0.4 -0.5
C 0.56591 4.21955 4.75410 0.0 0.1 0.1
C -0.23936 -1.88108 -1.06572 0.3 0.0 -0.1
C 0.56266 0.10286 0.70468 0.2 -0.1 0.0
C -4.47479 -7.99150 -3.79502 0.1 0.0 0.0
C 1.47958 -0.50962 -0.15429 0.2 0.0 0.0
C -0.31472 3.07204 5.21732 0.0 0.1 -0.1
C 4.86011 3.66344 3.26378 -0.7 0.3 0.1
C -2.81657 -2.71090 0.71249 0.1 0.1 -0.6
C -2.01287 -5.56822 -4.93491 -0.1 0.0 0.0
H 3.36251 0.20308 -4.85823 0.1 0.0 0.0
H 4.40193 4.08934 4.15831 0.1 0.0 0.1
H -1.93630 -2.86685 1.33396 -0.1 0.0 0.2
H -3.07043 -3.87167 -1.06710 -0.2 -0.1 -0.1
H -0.90531 -6.40322 -3.29922 0.0 0.0 0.1
H -4.28228 -4.20664 0.20500 0.0 -0.3 -0.1
H -5.53629 -8.07844 -4.02883 0.0 0.0 0.0
H 3.47556 1.89695 -2.72396 0.0 -0.1 0.1
H -0.37281 3.43367 8.48816 0.0 -0.1 0.0
H -4.20656 -8.78314 -3.09422 0.0 0.0 0.0
H 2.68645 0.47611 -6.46446 0.0 0.0 0.0
H 2.07826 1.74177 -1.66416 -0.1 0.0 0.0
H -4.48877 -5.83118 -3.88135 0.0 0.0 0.0
H 3.63716 5.18383 1.27001 -0.1 0.0 0.0
H -3.21429 0.38448 -0.85927 0.3 0.0 0.0
H 1.48451 0.85060 -3.89475 0.0 0.0 0.0
H -2.16455 5.09530 8.10454 0.0 0.0 0.0
H -2.66078 3.50157 7.50690 0.0 0.0 0.0
H 5.34638 2.73011 3.53847 0.1 0.1 0.1
H -1.19496 -5.68169 -5.64702 0.0 0.0 0.0
H 2.48903 3.31528 -2.37014 0.0 0.0 0.0
H -2.94815 -5.70568 -5.47883 0.0 0.0 0.0
H 0.53408 2.27360 -3.51319 0.0 0.0 -0.1
H 1.81571 -1.97960 -1.68068 0.1 0.1 0.0
H -3.62732 -2.27904 1.29494 0.1 0.0 0.2
H 4.42198 0.68923 -6.17805 0.0 0.0 0.0
H 2.92371 3.81850 0.35109 -0.1 0.1 0.1
H 3.97270 2.66254 -4.74007 0.0 0.0 0.0
H -0.01903 2.16536 4.69493 0.0 -0.1 0.1
H 3.30090 2.88711 -6.34433 -0.1 0.0 0.0
H 0.17160 4.67293 7.37311 0.0 0.0 0.0
H 5.57534 4.37100 2.85284 0.0 0.0 0.0
H -2.16065 4.75553 6.37524 0.0 0.1 0.0
H -4.77838 -6.49918 -2.28564 0.1 0.0 0.0
H -1.36148 3.25686 4.94968 0.0 0.0 0.0
H 4.49223 1.02243 0.81219 0.0 0.0 0.0
H -1.83494 -7.59119 -4.19186 0.0 0.0 0.0
H 1.61185 4.01257 4.98812 0.0 0.0 0.0
H 4.66305 4.02797 0.44726 0.1 0.1 0.1
H -0.57419 -2.64129 -1.75847 -0.1 0.0 0.1
H 0.29617 5.16429 5.23075 0.0 0.0 0.0
H -3.91750 -8.15914 -4.71748 0.0 0.0 0.0
H -2.59118 -4.82066 0.31578 -0.2 -0.2 0.1
H -2.37659 1.96804 -0.64423 0.2 -0.2 -0.1
H -2.00103 -4.54751 -4.54915 0.0 0.0 0.0
H -4.08509 1.79533 -0.32484 0.0 0.0 0.0
H 0.46769 4.34663 3.67595 0.0 -0.1 0.0